Computed, not measured: a structure of composition C34H25F2N7O10Pb, with ωB97M-V with the def2-TZVPD basis set.

Geometry (Å):
Pb (-0.0398, 0.3040, -0.0986)
C (1.8612, -4.1647, -0.8636)
C (1.0592, -2.8958, -0.9817)
N (0.7021, -2.2214, 0.0544)
N (1.0622, -2.6827, 1.2782)
C (0.3553, -2.1709, 2.2819)
O (-0.6976, -1.4911, 2.1821)
C (0.8686, -2.5216, 3.6430)
C (2.0038, -3.3076, 3.8214)
C (2.4960, -3.5438, 5.0950)
C (1.8616, -2.9965, 6.2027)
C (0.7239, -2.2208, 6.0308)
C (0.2298, -1.9869, 4.7575)
C (0.6154, -2.4367, -2.3112)
C (1.2856, -2.8038, -3.4799)
C (0.8210, -2.3489, -4.7002)
C (-0.3187, -1.5623, -4.7393)
C (-0.9286, -1.2548, -3.5331)
N (-0.4881, -1.6821, -2.3612)
H (2.1862, -4.2573, 0.1700)
H (2.7342, -4.1471, -1.5166)
H (1.2477, -5.0314, -1.1248)
H (2.5013, -3.7023, 2.9467)
H (3.3852, -4.1499, 5.2242)
H (2.2557, -3.1692, 7.1978)
H (0.2279, -1.7856, 6.8899)
H (-0.6418, -1.3639, 4.6012)
H (2.1867, -3.3989, -3.4351)
H (1.3463, -2.5982, -5.6137)
H (-0.7207, -1.1969, -5.6744)
H (-1.8178, -0.6308, -3.5036)
F (4.8838, -0.7261, 2.4956)
C (3.6925, -0.0773, 2.5692)
C (2.9008, 0.0478, 1.4500)
C (1.6681, 0.6928, 1.5226)
C (1.2829, 1.2712, 2.7557)
C (2.1129, 1.0961, 3.8609)
F (1.7687, 1.5561, 5.0992)
C (3.3109, 0.4192, 3.7990)
C (0.0143, 2.0379, 2.8121)
C (-0.3234, 2.9310, 3.8349)
C (-1.5287, 3.6116, 3.7704)
C (-2.3701, 3.4187, 2.6866)
C (-1.9537, 2.5404, 1.6986)
N (-0.8113, 1.8780, 1.7747)
H (3.2248, -0.3706, 0.5027)
H (3.9072, 0.2637, 4.6865)
H (0.3454, 3.1128, 4.6599)
H (-1.7981, 4.3014, 4.5617)
H (-3.3128, 3.9408, 2.5997)
H (-2.5471, 2.3677, 0.8060)
O (3.0342, 0.7009, -3.4779)
C (1.9994, 0.8808, -2.8229)
O (1.7016, 0.2640, -1.7543)
C (0.9897, 1.8843, -3.4179)
C (1.1626, 2.1869, -4.7346)
C (0.2956, 3.0540, -5.4363)
C (-0.8080, 3.5850, -4.7887)
C (-1.0238, 3.2965, -3.4622)
C (-0.0797, 2.5142, -2.6557)
O (-0.1855, 2.4806, -1.4155)
N (-2.2178, 3.8274, -2.8660)
O (-2.7132, 3.2687, -1.9040)
O (-2.7234, 4.8315, -3.3771)
N (0.5280, 3.3495, -6.8016)
O (-0.2232, 4.1398, -7.3797)
O (1.4726, 2.8144, -7.3791)
H (2.0008, 1.7455, -5.2532)
H (-1.5154, 4.2003, -5.3236)
N (-2.5197, -2.6459, 0.2572)
C (-3.5264, -2.5111, 1.3034)
C (-4.4069, -1.2823, 1.0513)
O (-5.3358, -0.9922, 1.7664)
O (-4.0906, -0.5870, -0.0306)
H (-1.6949, -2.1057, 0.5371)
H (-3.3155, -1.0283, -0.4454)
H (-2.2056, -3.6020, 0.1653)
H (-3.0922, -2.3978, 2.3015)
H (-4.1918, -3.3757, 1.3213)

Computed properties:
- multiplicity = 1
- gap between HOMO and LUMO (eV) = 6.880
- energy (eV) = -77251.1374
- charge = -2

These are the Löwdin partial charges, in e, on atoms 1 to 6: 1.422 -0.033 -0.279 -0.034 0.038 -0.503

***

Computed, not measured: a structure of composition C34H25GaN6O11S4, with ωB97M-V with the def2-TZVPD basis set.

Geometry (Å):
Ga (2.7325, -0.8014, 0.2527)
C (-0.3985, -2.8234, -1.8920)
C (0.7313, -1.8896, -1.5881)
N (1.6730, -2.1993, -0.7649)
N (1.7882, -3.4798, -0.2555)
C (2.9541, -3.6658, 0.2660)
S (4.3014, -2.5599, 0.3650)
S (3.2782, -5.2031, 1.0456)
C (1.7127, -6.0814, 0.8245)
C (0.5519, -5.4921, 1.5842)
C (0.6446, -5.2469, 2.9502)
C (-0.4242, -4.7009, 3.6434)
C (-1.6080, -4.4039, 2.9814)
C (-1.7133, -4.6583, 1.6223)
C (-0.6377, -5.1981, 0.9317)
C (0.8495, -0.6219, -2.3171)
C (-0.1980, -0.2256, -3.1638)
C (-0.0530, 0.7745, -4.1012)
C (1.1950, 1.3921, -4.2328)
C (2.2236, 1.0770, -3.3784)
C (2.0770, 0.1119, -2.3488)
O (3.0692, -0.0572, -1.5259)
H (-0.3092, -3.7107, -1.2781)
H (-1.3374, -2.3187, -1.6572)
H (-0.4066, -3.0972, -2.9486)
H (1.4786, -6.1811, -0.2346)
H (1.9520, -7.0763, 1.2124)
H (1.5827, -5.4331, 3.4599)
H (-0.3237, -4.4788, 4.6982)
H (-2.4334, -3.9531, 3.5171)
H (-2.6227, -4.4057, 1.0915)
H (-0.7079, -5.3638, -0.1365)
H (-1.1547, -0.7231, -3.0730)
H (-0.8868, 1.0630, -4.7281)
H (1.3441, 2.1483, -4.9969)
H (3.1842, 1.5756, -3.4382)
O (2.1502, -0.7841, 3.9748)
C (1.4653, -0.9253, 2.9698)
O (1.8719, -1.5118, 1.8804)
C (0.0464, -0.4161, 2.9481)
C (-0.5778, -0.1628, 4.1123)
C (-1.9366, 0.2971, 4.1521)
C (-2.6960, 0.2959, 2.9791)
C (-2.0975, 0.0285, 1.7820)
C (-0.6112, -0.0939, 1.6180)
N (-2.9283, -0.2712, 0.6660)
O (-4.1460, -0.1109, 0.7477)
O (-2.3986, -0.7362, -0.3473)
N (-2.5563, 0.5803, 5.3770)
O (-3.7454, 0.9313, 5.3936)
O (-1.8978, 0.4792, 6.4213)
H (-0.0489, -0.3334, 5.0392)
H (-3.7652, 0.4350, 3.0272)
H (-0.3876, -0.8862, 0.9011)
O (-3.5799, 5.6373, -1.9865)
S (-2.9842, 4.5599, -2.7245)
O (-3.7823, 3.8790, -3.7022)
N (-2.2724, 3.4827, -1.6968)
C (-0.9906, 3.4900, -1.8538)
S (0.1768, 2.5403, -1.0797)
C (-0.4373, 4.4325, -2.8833)
C (0.8730, 4.6719, -3.2685)
C (1.0979, 5.6173, -4.2600)
C (0.0407, 6.3042, -4.8526)
C (-1.2701, 6.0612, -4.4630)
C (-1.4742, 5.1200, -3.4754)
H (1.6969, 4.1293, -2.8229)
H (2.1117, 5.8189, -4.5812)
H (0.2446, 7.0346, -5.6253)
H (-2.1020, 6.5858, -4.9139)
O (-0.7161, 1.6160, -0.0944)
C (0.0884, 1.1725, 1.0493)
C (0.3010, 2.3517, 2.0393)
C (1.8265, 2.4520, 2.2327)
C (2.3422, 1.3781, 1.3109)
O (3.5156, 0.9104, 1.2138)
N (1.3945, 0.8016, 0.6105)
H (-0.2080, 2.1467, 2.9778)
H (-0.1290, 3.2594, 1.6161)
H (2.1388, 2.2192, 3.2508)
H (2.2479, 3.4199, 1.9540)

Computed properties:
- multiplicity = 1
- gap between HOMO and LUMO (eV) = 5.646
- energy relative to the best compared isomer or geometry (same formula, charge and spin) (eV) = 1.3577
- energy (eV) = -162844.0141
- charge = -2

These are the Löwdin partial charges, in e, on atoms 1 to 6: 0.177 0.000 -0.209 0.001 -0.001 -1.062

***

Computed, not measured: a structure of composition C34H25N5O3PdS3, with ωB97M-V with the def2-TZVPD basis set.

Geometry (Å):
Pd (-0.0067, -0.2833, -1.2252)
O (-2.1987, 0.7536, -0.1969)
C (-2.9780, -0.3685, 0.2286)
C (-2.0342, -1.5665, 0.5381)
O (-2.3689, -2.3609, 1.3935)
O (-0.9875, -1.7370, -0.2088)
C (-3.7357, 0.0926, 1.4667)
C (-3.0425, 0.2191, 2.6705)
C (-3.6500, 0.7739, 3.7817)
C (-4.9664, 1.2167, 3.7082)
C (-5.6608, 1.0980, 2.5178)
C (-5.0476, 0.5376, 1.4016)
C (-3.8760, -0.8707, -0.8927)
C (-4.8120, -1.8666, -0.6160)
C (-5.6264, -2.3563, -1.6197)
C (-5.5053, -1.8744, -2.9176)
C (-4.5591, -0.9067, -3.2032)
C (-3.7444, -0.4057, -2.1938)
H (-2.7980, 1.3850, -0.6129)
H (-2.0247, -0.1421, 2.7410)
H (-3.1031, 0.8455, 4.7139)
H (-5.4471, 1.6400, 4.5807)
H (-6.6863, 1.4369, 2.4498)
H (-5.6063, 0.4465, 0.4791)
H (-4.8933, -2.2540, 0.3919)
H (-6.3537, -3.1245, -1.3910)
H (-6.1354, -2.2682, -3.7038)
H (-4.4378, -0.5432, -4.2153)
H (-2.9815, 0.3235, -2.4447)
S (0.4868, -2.9123, -6.5728)
C (0.4006, -1.8635, -5.3102)
S (1.3552, -0.3874, -5.2673)
C (0.7270, -0.0251, -3.7087)
N (-0.1408, -0.8972, -3.2738)
N (-0.3259, -1.9346, -4.1668)
C (-1.2707, -2.9632, -3.8518)
C (-2.2260, -3.3286, -4.7893)
C (-3.1329, -4.3248, -4.4689)
C (-3.1024, -4.9268, -3.2199)
C (-2.1509, -4.5382, -2.2885)
C (-1.2160, -3.5663, -2.6081)
S (1.1676, 1.1870, -2.5482)
H (-2.2491, -2.8523, -5.7571)
H (-3.8756, -4.6196, -5.1988)
H (-3.8254, -5.6918, -2.9693)
H (-2.1248, -4.9880, -1.3051)
H (-0.4726, -3.2799, -1.8798)
N (0.0234, 2.7317, 5.1339)
C (0.1155, 2.7059, 6.5092)
C (-0.3031, 3.5937, 7.4958)
C (-0.0374, 3.2320, 8.8002)
C (0.6232, 2.0315, 9.1142)
C (1.0337, 1.1578, 8.1315)
C (0.7691, 1.5020, 6.8054)
N (1.0529, 0.8149, 5.6407)
C (0.5977, 1.5707, 4.6817)
C (0.6562, 1.2159, 3.2621)
C (0.9193, -0.1007, 2.9010)
C (0.8659, -0.4554, 1.5693)
N (0.5888, 0.4363, 0.6027)
C (0.3959, 1.7136, 0.9415)
C (0.4261, 2.1419, 2.2511)
H (-0.4535, 3.4205, 4.5804)
H (-0.8082, 4.5200, 7.2578)
H (-0.3442, 3.8883, 9.6032)
H (0.8096, 1.7935, 10.1525)
H (1.5423, 0.2334, 8.3662)
H (1.1145, -0.8445, 3.6588)
H (0.9987, -1.4778, 1.2512)
H (0.1883, 2.3998, 0.1311)
H (0.2575, 3.1898, 2.4555)

Computed properties:
- multiplicity = 1
- gap between HOMO and LUMO (eV) = 7.190
- energy relative to the best compared isomer or geometry (same formula, charge and spin) (eV) = 0.0000
- energy (eV) = -85243.9639

These are the Löwdin partial charges, in e, on atoms 1 to 6: 0.797 -0.045 -0.329 -0.571 0.088 -0.176